11
Properties=species:S:1:pos:R:3 method="wB97M-V/def2-TZVPD" relative_energy_kj_mol=144.04 orbital_gap_ha=0.4196 lumo_energy_ev=0.762 total_charge=0 total_energy_ha=-285.359724 largest_force_ev_per_a=1.11 smiles=N#C[C@@H]1C[C@@H]1O
O -0.74 -1.38 -0.96
C 0.40 -0.75 -0.48
C 0.66 0.70 -0.65
C 0.25 0.18 0.71
C -1.07 0.61 1.11
N -2.08 1.08 1.41
H -1.32 -1.54 -0.21
H 1.30 -1.36 -0.55
H 1.70 0.99 -0.75
H -0.06 1.34 -1.15
H 0.96 0.13 1.54

---

11
Properties=species:S:1:pos:R:3 method="wB97M-V/def2-TZVPD" relative_energy_kj_mol=243.36 orbital_gap_ha=0.4091 lumo_energy_ev=0.962 total_charge=0 total_energy_ha=-285.321893 largest_force_ev_per_a=0.57 smiles="[H]/N=C/OCC#C"
N 1.91 -0.73 0.89
C 0.88 -1.45 0.75
O -0.29 -0.98 0.30
C -0.25 0.42 0.02
C -1.52 0.96 -0.46
C -2.41 1.68 -0.83
H 2.69 -1.28 1.24
H 0.79 -2.52 0.95
H 0.52 0.61 -0.73
H 0.03 0.96 0.92
H -3.17 2.37 -1.13

---

11
Properties=species:S:1:pos:R:3 method="wB97M-V/def2-TZVPD" relative_energy_kj_mol=750.75 orbital_gap_ha="0.2949 / 0.3074" lumo_energy_ev="-0.414 / -0.404" total_charge=0 total_energy_ha=-285.128639 largest_force_ev_per_a=3.40
C 1.58 -0.25 -0.04
C 0.27 -0.22 0.59
C -0.64 1.13 0.38
C -0.96 -0.74 -0.32
N -1.63 0.51 -0.51
O -2.18 -0.64 0.21
H 2.43 0.06 0.59
H 1.68 -0.28 -1.20
H 0.38 -0.27 1.60
H -0.27 2.02 -0.11
H -0.66 -1.32 -1.19

---

11
Properties=species:S:1:pos:R:3 method="wB97M-V/def2-TZVPD" relative_energy_kj_mol=155.47 orbital_gap_ha=0.3651 lumo_energy_ev=0.870 total_charge=0 total_energy_ha=-285.355370 largest_force_ev_per_a=0.57 smiles="C=C1N=CCO1"
C -1.42 1.16 0.72
C -0.79 0.29 -0.06
N -0.75 -1.12 0.13
C 0.45 -1.42 -0.19
C 1.23 -0.19 -0.58
O 0.18 0.68 -0.94
H 1.67 0.22 0.34
H -2.08 0.83 1.50
H -1.19 2.22 0.61
H 0.85 -2.43 -0.08
H 1.99 -0.26 -1.36

---

11
Properties=species:S:1:pos:R:3 method="wB97M-V/def2-TZVPD" relative_energy_kj_mol=468.46 orbital_gap_ha=0.3967 lumo_energy_ev=0.833 total_charge=0 total_energy_ha=-285.236158 largest_force_ev_per_a=0.88 smiles=C#[N+][O-].C#CC
C 0.18 -0.07 1.69
C 0.53 -1.10 0.71
C 0.82 -1.95 -0.10
C -0.39 0.79 -1.88
N -1.00 1.77 -1.89
O -1.62 2.80 -1.92
H -0.82 -0.24 2.09
H 0.89 -0.08 2.53
H 0.21 0.92 1.24
H 1.07 -2.72 -0.79
H 0.13 -0.13 -1.68

---

11
Properties=species:S:1:pos:R:3 method="wB97M-V/def2-TZVPD" relative_energy_kj_mol=504.69 orbital_gap_ha=0.3564 lumo_energy_ev=0.717 total_charge=0 total_energy_ha=-285.222358 largest_force_ev_per_a=3.05
N -0.58 0.63 -1.98
C -0.28 0.21 -0.69
C -1.23 -0.17 0.13
C 0.20 -0.39 1.66
C 1.27 -0.16 0.88
O 1.06 0.22 -0.40
H -0.27 -0.02 -2.70
H -1.58 0.77 -2.11
H -1.13 -0.06 1.39
H 0.22 -0.77 2.68
H 2.32 -0.26 1.14

---

11
Properties=species:S:1:pos:R:3 method="wB97M-V/def2-TZVPD" relative_energy_kj_mol=374.07 orbital_gap_ha=0.3100 lumo_energy_ev=-0.067 total_charge=0 total_energy_ha=-285.272111 largest_force_ev_per_a=1.92
C 1.32 -0.82 0.83
C 0.21 0.09 0.26
C -0.22 -0.44 -0.97
N -1.60 0.53 -1.46
C -1.82 1.56 -0.95
O -0.11 1.15 0.82
H 1.03 -1.11 1.84
H 1.50 -1.73 0.24
H 2.26 -0.26 0.86
H -0.55 -1.48 -0.98
H -2.01 2.52 -0.49

---

11
Properties=species:S:1:pos:R:3 method="wB97M-V/def2-TZVPD" relative_energy_kj_mol=598.74 orbital_gap_ha=0.3426 lumo_energy_ev=0.123 total_charge=0 total_energy_ha=-285.186537 largest_force_ev_per_a=5.78
C 3.68 0.20 0.00
C 0.33 -0.75 -0.24
C 0.65 -0.40 1.09
C -0.05 0.61 0.55
N 3.04 0.54 -0.91
O 0.09 1.76 -0.12
H 1.13 -0.94 -1.01
H -0.49 -1.43 -0.32
H 0.90 -0.71 2.03
H 2.20 0.35 -1.53
H -0.79 2.12 -0.25

---

11
Properties=species:S:1:pos:R:3 method="wB97M-V/def2-TZVPD" relative_energy_kj_mol=744.63 orbital_gap_ha="0.3272 / 0.2716" lumo_energy_ev="0.687 / 0.083" total_charge=0 total_energy_ha=-285.130971 largest_force_ev_per_a=3.85
C -0.31 -0.93 0.33
C 0.98 -0.72 0.37
C 1.16 1.97 -0.54
C -1.53 -1.56 0.86
N 0.68 2.12 -1.62
O -1.51 -0.46 -0.01
H 1.80 -1.31 0.46
H 1.40 2.64 0.31
H -1.94 -2.48 0.52
H -1.74 -1.38 1.88
H 0.01 2.78 -2.07

---

11
Properties=species:S:1:pos:R:3 method="wB97M-V/def2-TZVPD" relative_energy_kj_mol=452.05 orbital_gap_ha=0.3698 lumo_energy_ev=0.456 total_charge=0 total_energy_ha=-285.242410 largest_force_ev_per_a=1.28
C -1.52 -0.01 -0.45
C -0.12 -0.03 0.05
O -0.08 0.16 1.44
C 0.99 -0.23 -0.64
C 2.27 0.59 1.39
N 1.18 0.40 1.84
H -2.15 0.70 0.09
H -1.95 -1.01 -0.33
H -1.51 0.22 -1.51
H 1.02 -0.13 -1.71
H 1.87 -0.66 -0.18